(1)
The following is a DFT calculation (ωB97M-V with the def2-TZVPD basis set) of one molecule with the formula C5H7NO.

The geometry in ORCA input format:
```
! RIJCOSX wB97M-V def2-TZVPD def2/J DEFGRID3
* xyz 0 1
C 0.41 -0.91 1.32
H 1.91 -0.40 -0.08
N -0.23 1.48 -2.19
C -0.49 0.59 -1.10
H 0.17 -1.06 2.38
H -0.94 -2.23 0.29
H -0.36 2.62 -0.03
C 1.64 -0.55 0.96
O -0.48 -0.72 -0.96
H -1.64 -0.66 0.74
H 2.42 -0.40 1.70
C -0.73 -1.15 0.38
C -0.60 1.81 -0.69
H -1.09 1.58 -2.74
*
```

As for the HOMO energy: -8.0 eV. For the molecular weight, the calculation gives 97.12 g mol⁻¹. For the maximum force, the calculation gives 0.3 eV/Å. The calculation puts the total energy at -8831.3959 eV. For the LUMO energy, the calculation gives 0.983 eV. The energy above the lowest of the compared OMol25 structures with the same formula, charge and spin comes out at 463.80 kJ/mol. The orbital gap comes out at 0.3309 hartree. As for the SMILES: C=CCOC1=CN1.

=====

(2)
The following is a DFT calculation (ωB97M-V with the def2-TZVPD basis set) of C38H52LaN6O6SSi as an isolated structure in a non-equilibrium geometry.

The geometry in ORCA input format:
```
! RIJCOSX wB97M-V def2-TZVPD def2/J DEFGRID3
* xyz -1 1
H -1.23 3.54 -3.05
H 4.92 5.13 2.15
C -3.44 -3.86 2.75
La 0.21 -1.01 -0.94
H -2.58 3.85 -0.71
H -4.47 -3.50 2.77
H -0.37 2.29 4.21
H -1.41 0.90 -0.76
C -3.02 -4.79 3.64
N 0.58 -5.10 -3.52
H -3.50 -0.14 2.40
C -1.96 4.35 0.04
C 4.34 4.23 2.33
H -2.05 -0.57 -5.67
N 1.09 -2.84 -2.80
C 0.69 -4.65 -4.91
O 0.75 -2.99 0.23
C -1.36 1.85 4.30
H -2.70 0.11 0.23
H -1.78 5.72 2.32
H 3.38 -0.26 -0.48
H 0.57 2.58 -4.43
C -1.45 4.68 2.44
H 3.29 -4.82 -5.18
C 4.58 3.48 3.46
H 0.22 0.05 2.77
H -1.16 -0.96 2.29
S 1.38 2.22 0.49
H 0.21 -2.10 -4.55
O 3.27 0.09 -3.10
H -2.08 2.65 4.49
C -0.56 -3.07 0.72
H -1.36 1.20 5.18
H 2.27 1.03 2.95
C -0.81 -0.22 3.00
N 1.64 -3.54 -5.06
N 2.89 -4.44 -3.17
C -0.41 2.12 -4.43
H -2.94 1.66 -0.58
C -0.76 -4.78 2.69
H -0.84 -3.65 -3.03
H 3.66 -3.17 -4.64
H -1.63 4.40 3.48
H -3.24 -0.12 4.14
H -4.27 3.14 1.12
H 1.90 -1.60 -4.29
C 2.95 -3.99 -4.56
H 1.03 -5.48 -5.53
C 1.20 -2.43 -4.21
C -3.70 3.82 1.76
H 3.16 4.46 0.53
H -3.91 3.55 2.80
H -0.29 -4.32 -5.26
C 3.36 3.86 1.41
H 3.41 1.45 -0.84
H -3.84 0.36 -4.24
C 3.82 2.32 3.68
C -1.75 1.00 3.08
C 0.15 -3.98 -2.70
O -3.71 -1.56 0.49
C 2.85 1.93 2.78
C -1.87 0.34 -5.10
H -3.44 2.43 -2.96
H -0.80 -0.71 3.98
C 1.91 -5.52 -3.07
N 1.61 0.74 0.11
H -0.92 4.27 -0.28
C 2.76 0.57 -0.82
H 2.32 -3.64 -1.31
H 4.00 1.73 4.57
H -2.23 5.41 0.03
H 0.26 -5.15 2.68
H 5.98 4.90 4.29
O 1.11 0.36 -2.56
C -1.42 2.65 -3.64
H 6.53 3.22 4.32
Si -1.61 1.98 1.48
C -1.17 -3.78 1.74
C 2.36 0.33 -2.31
H -4.09 4.83 1.59
H -1.33 -6.00 4.32
H 0.09 -4.27 -1.65
C 2.42 -3.33 -2.35
C -1.65 -5.25 3.60
C -3.19 0.49 3.23
H 2.24 -6.36 -3.68
H 5.31 3.76 5.47
C -2.21 1.08 -0.03
C -2.65 2.03 -3.58
C -2.20 3.78 1.45
H 3.14 -2.50 -2.43
H 1.84 -5.84 -2.02
C -2.72 -2.31 0.79
O 1.37 3.19 -0.56
C 5.66 3.86 4.44
H -0.37 4.66 2.27
O 0.14 2.24 1.36
H -3.69 -5.20 4.38
H -3.91 1.31 3.35
C 2.62 2.71 1.65
C -0.64 0.97 -5.16
N -1.49 -2.15 0.16
C -2.88 0.87 -4.31
H 0.17 0.53 -5.75
C -2.56 -3.32 1.78
*
```

As for the HOMO energy: -1.3 eV. For the molecular weight, the calculation gives 887.93 g mol⁻¹. For the maximum force, the calculation gives 3.1 eV/Å. The calculation puts the total energy at -81052.2731 eV. For the LUMO energy, the calculation gives 1.864 eV. The energy above the lowest of the compared OMol25 structures with the same formula, charge and spin comes out at 34.86 kJ/mol. The orbital gap comes out at 0.1148 hartree.

=====

(3)
The following is a DFT calculation (ωB97M-V with the def2-TZVPD basis set) of C39H31Cl2N8O2STl as an isolated structure in a non-equilibrium geometry.

The geometry in ORCA input format:
```
! RIJCOSX wB97M-V def2-TZVPD def2/J DEFGRID3
* xyz -2 1
H -3.02 -3.00 -4.48
C 6.10 3.27 0.00
C -2.17 -1.99 2.65
H 5.07 3.18 1.87
N 3.18 1.42 1.29
C 0.02 2.01 -1.24
N 0.75 1.73 2.59
H -1.27 2.10 2.56
H -2.92 3.38 -2.30
C -4.88 -3.59 -1.17
H -5.35 -3.87 -4.51
C -0.97 4.15 -2.80
H -5.60 1.60 0.18
N 3.53 0.15 -1.14
O 4.71 -0.52 -3.03
C -0.37 -1.56 4.17
H 1.53 -1.33 3.19
S -1.24 -2.33 -2.35
H -1.50 2.13 5.06
C -1.74 -1.75 3.93
C 1.82 1.56 4.70
H -1.35 4.96 -3.40
Cl 7.20 4.51 0.58
C -3.60 -3.06 -1.15
H 2.75 -4.70 -4.19
C -1.66 -2.36 0.24
C 2.48 -4.70 -2.05
C 3.21 1.53 2.61
C 3.20 -2.80 -3.30
C 3.24 -2.08 -2.11
H 1.95 2.79 -1.77
H -2.66 0.53 -1.46
C -2.38 1.30 -0.74
C 1.85 1.58 3.31
H -2.45 -1.69 4.75
C -5.52 -3.88 -2.37
H -3.53 -2.93 0.88
C -4.69 1.05 -0.08
H -4.89 0.45 -0.97
C -0.41 1.93 3.21
H -6.52 -4.29 -2.36
C 2.54 -3.90 -0.92
C 4.36 1.23 -0.83
C -1.36 2.22 -1.39
C 2.80 -4.12 -3.27
N 0.08 -1.80 1.82
C -4.86 -3.66 -3.57
H 2.75 1.42 5.23
C 0.61 1.74 5.35
C 4.24 1.79 0.48
C -0.53 1.96 4.59
C 5.14 2.79 0.87
C -3.56 -3.17 -3.55
O 4.21 1.62 3.36
C 6.19 2.77 -1.28
N -0.82 -2.26 -0.74
H -2.58 3.54 0.57
H -1.92 0.79 0.12
H 5.41 1.37 -2.69
H 0.01 -1.38 5.16
C 0.40 3.98 -2.63
N 2.91 -2.62 -0.94
Tl 1.23 0.17 0.10
C -2.92 -2.88 -2.36
H -4.31 3.47 0.95
C -3.42 2.86 0.78
H -5.40 -3.75 -0.23
H 3.48 -2.30 -4.22
H -4.45 0.37 0.76
C 0.47 -1.55 3.08
H 0.55 1.72 6.43
N -3.62 1.99 -0.36
N -3.01 -2.70 0.06
C 3.86 -0.68 -2.13
Cl 7.38 3.38 -2.41
H 2.27 -4.31 0.05
C 0.87 2.92 -1.87
C 5.32 1.77 -1.69
H 1.10 4.68 -3.09
C -1.23 -2.07 1.59
C -1.84 3.26 -2.18
H 2.19 -5.74 -1.98
H -3.20 2.30 1.70
H -3.23 -2.09 2.47
*
```

As for the HOMO energy (alpha / beta): -0.4 / -0.3 eV. For the molecular weight, the calculation gives 951.09 g mol⁻¹. For the maximum force, the calculation gives 1.8 eV/Å. The calculation puts the total energy at -97535.7379 eV. For the LUMO energy (alpha / beta), the calculation gives 3.735 / 3.735 eV. The orbital gap (alpha / beta) comes out at 0.1515 / 0.1480 hartree.

=====

(4)
The following is a DFT calculation (ωB97M-V with the def2-TZVPD basis set) of C28H35N2Pd as an isolated structure in a non-equilibrium geometry.

The geometry in ORCA input format:
```
! RIJCOSX wB97M-V def2-TZVPD def2/J DEFGRID3
* xyz 1 5
H -3.78 2.93 -0.79
C 0.50 3.56 2.35
C -1.72 2.36 -0.57
H -0.25 5.54 2.54
H -2.76 3.38 -2.13
C -1.51 1.81 0.85
C 3.23 -0.59 0.31
H 0.22 -3.32 -3.47
C -0.96 -0.16 -2.96
C -1.66 0.44 0.99
C -2.28 1.14 -1.46
H -1.83 0.23 2.03
C 1.93 -1.08 -0.20
H 1.35 3.64 6.15
C 0.53 4.76 4.45
H 0.28 5.67 4.98
H 3.17 -0.34 1.37
C 1.59 -1.20 -1.59
H 4.00 -1.36 0.17
H 0.19 3.59 1.29
C 0.22 4.71 3.07
H 1.87 0.85 5.69
H 3.26 -1.07 -2.87
H -0.14 -1.68 -3.79
N 0.97 1.05 2.67
H -2.69 4.42 -0.69
H -2.61 1.37 -2.48
H 0.54 4.49 -1.24
H -0.82 -4.42 -0.38
C -1.09 -3.38 -0.14
H -2.22 -0.05 -1.35
N 1.58 1.20 4.76
H -3.37 1.04 -1.02
H -1.63 -0.91 -3.41
C 1.24 -2.57 1.85
H 1.77 -0.51 -3.63
H 0.66 2.27 -4.95
H 1.19 4.05 -3.23
H -1.30 -2.63 -2.80
C 1.36 0.36 3.74
C 0.06 -2.49 -0.45
H 0.38 -2.32 2.50
C 0.46 -2.06 -1.72
C 0.63 3.22 -2.89
H -2.14 -0.12 0.17
H -1.00 0.84 -4.67
C 1.11 3.66 5.09
H 2.60 0.52 -2.46
C -0.64 3.03 -0.52
C -2.80 3.37 -1.01
C 1.36 2.51 4.36
H 3.56 0.32 -0.22
Pd 0.28 0.02 0.91
C 1.00 -1.95 0.53
H -1.33 -3.33 0.93
C -0.22 -2.46 -2.98
H -2.00 -3.14 -0.72
C 2.32 -0.53 -2.69
H 1.34 -3.66 1.81
H 2.15 -2.14 2.29
H 1.50 -0.71 3.82
C -0.42 0.91 -3.71
H -1.47 2.50 1.71
C 0.35 2.20 -3.86
C 0.99 2.43 2.98
C 0.25 3.39 -1.53
*
```

As for the HOMO energy (alpha / beta): -9.9 / -9.7 eV. For the molecular weight, the calculation gives 506.02 g mol⁻¹. For the maximum force, the calculation gives 13.3 eV/Å. The calculation puts the total energy at -36042.5687 eV. For the LUMO energy (alpha / beta), the calculation gives -3.043 / -4.304 eV. The orbital gap (alpha / beta) comes out at 0.2505 / 0.1978 hartree. The expectation value of S² is 6.0458.

=====

(5)
The following is a DFT calculation (ωB97M-V with the def2-TZVPD basis set) of a 2-piece molecular cluster, C3H9NO2S overall in a non-equilibrium geometry.

The geometry in ORCA input format:
```
! RIJCOSX wB97M-V def2-TZVPD def2/J DEFGRID3
* xyz 0 1
C 0.69 1.47 0.39
C -0.77 -1.05 0.95
C -0.84 -0.07 -0.24
O -0.66 -0.40 -1.54
H 0.83 2.16 -0.41
N 2.36 0.38 -0.89
O 1.81 0.68 0.41
H -0.22 -1.81 0.56
S -2.28 1.02 -0.15
H 0.49 1.62 1.36
H -0.31 -0.61 1.76
H -3.14 0.32 0.66
H -1.37 -0.14 -2.08
H 2.08 -0.51 -1.25
H -1.70 -1.51 1.27
H 3.29 0.59 -0.66
*
```

As for the HOMO energy: -7.4 eV. For the molecular weight, the calculation gives 123.18 g mol⁻¹. For the maximum force, the calculation gives 6.9 eV/Å. The calculation puts the total energy at -19671.8569 eV. For the LUMO energy, the calculation gives 0.737 eV. The energy above the lowest of the compared OMol25 structures with the same formula, charge and spin comes out at 632.58 kJ/mol. The orbital gap comes out at 0.3007 hartree.

=====

(6)
The following is a DFT calculation (ωB97M-V with the def2-TZVPD basis set) of a 3-piece molecular cluster, C23H40BF9I2N2O9S overall in a non-equilibrium geometry.

The geometry in ORCA input format:
```
! RIJCOSX wB97M-V def2-TZVPD def2/J DEFGRID3
* xyz 0 1
H 2.72 3.66 0.90
F -3.85 3.87 4.56
F -4.45 3.11 1.70
O 9.23 1.27 -5.83
H -6.22 -8.44 0.75
H 4.93 2.87 1.98
H 5.37 -0.59 -7.95
O -7.64 -7.26 1.66
H -5.19 -6.34 1.70
C 7.45 0.61 -4.32
C 8.94 0.79 -4.53
H -7.17 -3.53 0.40
H 4.19 0.73 -8.08
F -5.44 2.45 3.47
C 0.52 2.37 0.65
F -2.51 0.73 2.26
O -5.99 -5.13 0.21
C -5.60 -6.41 0.69
H -2.93 4.84 2.55
H 4.57 1.82 -5.58
H -4.36 -4.97 4.65
H -7.64 -4.87 1.45
C -6.78 -4.32 1.05
H 9.43 -0.18 -4.38
O -5.71 -4.55 3.21
H 4.34 -0.19 -6.56
H -7.17 -7.41 -0.35
N 0.62 4.21 -1.21
B 0.67 1.83 4.12
H -4.80 -6.73 0.02
C -8.91 -7.77 1.34
O -0.07 1.94 2.92
H -5.10 -3.21 1.75
C -2.26 4.04 2.89
H -0.23 1.63 0.35
H 7.43 2.87 -5.78
F -4.15 0.89 0.75
F -5.66 0.33 2.30
H -1.60 4.51 3.63
O 6.75 1.82 -4.11
C -4.31 2.39 2.81
H 10.51 2.38 -6.91
H -9.29 -7.33 0.41
F -3.90 -0.97 1.95
C 3.98 2.34 2.07
C 0.57 3.40 -0.41
H -1.31 4.40 1.04
O 5.92 1.09 -6.98
H 4.18 1.27 2.15
C -4.56 -4.18 3.92
H -2.02 2.81 1.09
H 1.87 1.08 1.74
C -3.17 3.10 3.68
H -0.13 3.37 5.05
O 0.45 2.61 5.20
C -6.68 -7.45 0.63
H -4.69 -3.23 4.46
H 7.33 0.06 -3.39
H 1.34 -0.05 4.22
I 4.28 2.66 -0.91
S -4.10 0.55 2.31
C -1.47 3.54 1.69
C -0.05 2.98 1.98
C 3.08 2.63 0.86
F -2.48 2.22 4.42
H 9.33 1.49 -3.77
I 2.02 0.15 -0.69
O 1.65 0.86 4.19
N 1.37 5.01 2.86
H 7.02 0.03 -5.13
C -6.02 -3.64 2.16
H -6.63 -2.82 2.56
C 10.43 1.99 -5.90
H -8.90 -8.86 1.23
H 10.43 2.83 -5.20
H 11.30 1.36 -5.69
C 6.50 2.66 -5.23
F -4.04 0.18 3.85
C 5.44 2.15 -6.17
C 1.88 1.67 0.82
C 4.90 0.22 -7.41
H -9.58 -7.50 2.15
C 0.78 4.12 2.46
H 6.14 3.59 -4.80
H -3.69 -4.09 3.26
H 3.49 2.68 2.98
H 5.11 2.98 -6.81
*
```

As for the HOMO energy: -8.7 eV. For the molecular weight, the calculation gives 956.25 g mol⁻¹. For the maximum force, the calculation gives 1.1 eV/Å. The calculation puts the total energy at -98075.3655 eV. For the LUMO energy, the calculation gives -0.150 eV. The orbital gap comes out at 0.3152 hartree.

=====

(7)
The following is a DFT calculation (ωB97M-V with the def2-TZVPD basis set) of C55H40IN4O6Sr as an isolated structure.

The geometry in ORCA input format:
```
! RIJCOSX wB97M-V def2-TZVPD def2/J DEFGRID3
* xyz -1 1
C 0.00 -2.30 7.11
C 0.17 0.08 7.48
C 4.69 -3.02 1.00
H -6.90 -6.78 -5.16
H 4.63 -6.71 3.91
H 5.01 -1.99 0.98
C -0.33 -4.02 -1.71
H 6.35 -7.09 4.17
N 0.18 -2.01 -0.74
C -3.09 -3.28 -2.10
H -6.83 -5.00 -5.06
C -0.62 4.32 -0.59
C 3.47 4.17 -2.24
C 4.29 0.71 -0.93
C 3.45 -3.39 0.44
C -0.11 -0.55 3.75
C 0.73 4.31 -0.67
C -4.10 0.76 -1.24
H 6.47 -3.62 2.03
N -1.96 0.06 -0.80
C -5.50 5.42 -0.74
C -4.86 -5.15 -3.23
C 3.87 -5.62 1.35
H 1.65 -4.88 -1.53
H -6.07 4.65 1.19
H -2.89 4.27 -2.56
C 4.55 3.81 -0.14
C 0.09 0.29 6.11
H -3.30 -2.24 -3.96
H -8.06 7.32 -0.11
C 1.14 2.92 -0.60
H -0.17 -2.90 5.05
C -7.39 6.51 0.18
C 5.12 -5.25 1.78
Sr -0.03 -0.06 0.80
H 2.67 3.93 -2.93
H 7.21 7.73 -3.13
C -1.04 2.94 -0.50
C 5.65 -6.35 3.78
O 6.41 6.36 -1.91
O -0.23 -1.55 3.00
H -4.83 -1.19 -1.91
O -6.47 6.37 -0.88
C -2.37 2.48 -0.60
C -6.25 -5.93 -4.98
H -0.87 -4.77 -2.27
H 5.16 -1.27 -0.96
C 2.48 2.46 -0.72
C 5.52 -3.93 1.63
H 4.61 3.29 0.81
N 0.06 2.14 -0.46
C -2.14 -2.28 -1.52
H -6.89 6.78 1.12
C 6.37 7.05 -3.14
H 5.09 1.34 -1.29
C -2.67 -0.98 -1.27
O -5.72 -6.11 -3.69
C 3.52 3.49 -1.02
C 5.50 4.76 -0.46
C -4.48 -4.03 -3.96
C 1.27 -2.80 -0.68
C -5.38 4.58 0.36
H -5.46 -5.92 -5.74
H -4.96 1.40 -1.35
C 0.95 -4.08 -1.31
O 5.96 -6.16 2.40
H 5.76 -5.41 4.33
C -3.60 -3.11 -3.39
C -4.36 3.63 0.40
C -0.08 -2.08 5.74
C -4.36 -5.33 -1.94
H -7.97 5.60 0.33
C -4.03 -0.57 -1.54
C 0.12 -1.22 7.96
H 6.46 6.37 -3.98
H 1.38 5.16 -0.77
H -1.27 5.18 -0.61
N 2.18 0.04 -0.32
C 2.93 1.14 -0.64
C -3.45 3.51 -0.64
C -3.59 4.36 -1.74
C 4.33 -0.62 -0.74
C 3.04 -4.71 0.72
C 5.43 5.43 -1.68
H -4.71 5.96 -2.65
I 0.23 -1.55 10.04
H -4.27 2.98 1.26
C -2.78 1.15 -0.80
H 6.30 5.01 0.22
H -0.04 -3.31 7.50
H 3.52 -6.63 1.52
C 4.41 5.13 -2.58
C -0.03 -0.78 5.24
H -4.68 -6.21 -1.39
O -0.05 0.64 3.34
H 0.13 1.29 5.70
C 2.55 -2.40 -0.20
H 5.44 7.62 -3.24
C -0.84 -2.71 -1.32
C 2.98 -1.04 -0.36
H 0.26 0.92 8.16
H 2.04 -5.02 0.48
H 4.34 5.63 -3.53
C -3.49 -4.41 -1.39
H -4.84 -3.86 -4.96
C -4.60 5.30 -1.79
H -3.11 -4.56 -0.39
*
```

As for the HOMO energy (alpha / beta): -3.9 / -3.9 eV. For the molecular weight, the calculation gives 1067.47 g mol⁻¹. For the maximum force, the calculation gives 0.6 eV/Å. The calculation puts the total energy at -84870.5156 eV. For the LUMO energy (alpha / beta), the calculation gives 1.332 / 1.332 eV. The energy above the lowest of the compared OMol25 structures with the same formula, charge and spin comes out at 0.00 kJ/mol. The orbital gap (alpha / beta) comes out at 0.1928 / 0.1928 hartree.